Density functional theory data (ωB97M-V with the def2-TZVPD basis set) for C3H3LaO2 as an isolated structure at a distorted geometry.

Each line ends with the Löwdin charge.
Cartesian coordinates (Å):
O: 0.800 0.048 0.870  -0.424
C: -0.978 1.790 -1.375  0.199
O: -0.920 2.366 -0.356  -0.192
La: 0.080 2.089 1.992  2.260
C: 0.512 -0.377 -0.394  -0.334
H: 1.366 -0.360 -1.082  0.150
H: 0.341 -2.256 0.696  0.107
C: -0.087 -1.552 -0.022  0.138
H: -1.115 -1.748 -0.329  0.096

Results
total charge	+2
electronic energy	-8090.492	eV
relative energy (zero: lowest compared OMol25 entry of this formula, charge and spin)	4.224	eV
lowest unoccupied orbital energy (spin up / spin down)	-10.37 / -10.36	eV
F_max	5.5	eV Å⁻¹

---

Density functional theory data (ωB97M-V with the def2-TZVPD basis set) for C54H42N4O6RhS2 as an isolated structure at a distorted geometry.

Each line ends with the Löwdin charge.
Cartesian coordinates (Å):
Rh: 0.469 0.451 -0.053  0.955
O: 0.606 -2.568 -3.625  0.083
C: -0.425 -3.304 -3.202  -0.255
C: -0.604 -4.548 -3.817  -0.003
C: -1.656 -5.357 -3.459  -0.067
C: -2.571 -4.959 -2.477  -0.087
C: -2.401 -3.744 -1.862  -0.035
C: -1.332 -2.895 -2.204  -0.089
C: -1.144 -1.628 -1.517  -0.403
O: -0.196 -0.863 -1.814  -0.132
N: -2.069 -1.267 -0.565  0.086
N: -1.673 -0.221 0.139  -0.047
C: -2.573 0.254 0.978  -0.042
C: -2.377 1.396 1.781  -0.138
C: -3.351 1.663 2.783  -0.034
C: -3.224 2.714 3.639  -0.072
C: -2.103 3.567 3.523  -0.062
C: -1.153 3.363 2.563  -0.020
C: -1.268 2.293 1.635  -0.370
O: -0.407 2.201 0.679  -0.180
H: 0.646 -1.744 -3.099  0.071
H: 0.103 -4.841 -4.581  0.121
H: -1.779 -6.313 -3.952  0.109
H: -3.401 -5.597 -2.211  0.102
H: -3.099 -3.406 -1.109  0.105
H: -3.504 -0.301 1.060  0.139
H: -4.201 0.995 2.858  0.117
H: -3.970 2.900 4.398  0.108
H: -1.998 4.398 4.209  0.110
H: -0.305 4.026 2.455  0.116
C: -0.699 6.794 -4.774  -0.038
C: -0.254 5.526 -4.103  -0.252
C: -0.936 5.020 -3.001  -0.019
C: -0.521 3.850 -2.382  -0.062
C: 0.600 3.203 -2.872  -0.364
C: 1.292 3.666 -3.983  -0.040
C: 0.857 4.831 -4.585  -0.017
S: 1.183 1.716 -2.107  0.959
O: 1.694 0.820 -3.156  -0.399
C: 2.561 2.354 -1.099  -0.279
C: 2.283 3.477 -0.279  -0.065
C: 3.236 3.955 0.563  -0.003
C: 4.507 3.333 0.651  -0.158
C: 5.494 3.803 1.550  -0.024
C: 6.704 3.180 1.642  -0.059
C: 6.981 2.054 0.836  -0.051
C: 6.049 1.584 -0.044  -0.009
C: 4.783 2.214 -0.165  -0.130
C: 3.777 1.722 -1.063  -0.147
C: 4.136 0.536 -1.897  -0.159
C: 5.006 0.719 -3.010  -0.108
C: 5.451 2.008 -3.405  -0.008
C: 6.264 2.159 -4.490  -0.056
C: 6.683 1.034 -5.235  -0.059
C: 6.267 -0.215 -4.879  -0.018
C: 5.416 -0.404 -3.763  -0.138
C: 4.955 -1.694 -3.404  0.010
C: 4.106 -1.862 -2.354  -0.034
C: 3.707 -0.732 -1.606  -0.270
S: 2.458 -1.093 -0.371  0.969
O: 1.874 -2.408 -0.711  -0.430
C: 3.448 -1.372 1.092  -0.341
C: 3.679 -2.691 1.452  -0.049
C: 4.393 -2.954 2.613  -0.013
C: 4.866 -1.923 3.417  -0.254
C: 5.616 -2.209 4.686  -0.035
C: 4.622 -0.606 3.024  -0.023
C: 3.908 -0.322 1.874  -0.072
H: -1.658 7.133 -4.388  0.079
H: -0.793 6.652 -5.850  0.088
H: 0.030 7.590 -4.612  0.090
H: -1.812 5.537 -2.632  0.119
H: -1.064 3.444 -1.537  0.108
H: 2.141 3.113 -4.365  0.120
H: 1.381 5.206 -5.455  0.124
H: 1.312 3.946 -0.322  0.103
H: 3.031 4.820 1.182  0.123
H: 5.271 4.668 2.162  0.117
H: 7.455 3.546 2.329  0.110
H: 7.940 1.562 0.917  0.112
H: 6.273 0.718 -0.652  0.125
H: 5.135 2.877 -2.844  0.120
H: 6.593 3.146 -4.784  0.109
H: 7.333 1.168 -6.088  0.110
H: 6.576 -1.083 -5.448  0.118
H: 5.267 -2.545 -3.995  0.125
H: 3.698 -2.832 -2.107  0.116
H: 3.294 -3.492 0.836  0.117
H: 4.572 -3.981 2.903  0.123
H: 5.653 -3.276 4.893  0.081
H: 5.140 -1.718 5.536  0.086
H: 6.639 -1.837 4.625  0.089
H: 4.987 0.210 3.637  0.125
H: 3.715 0.707 1.593  0.105
N: 0.094 -4.432 2.492  0.202
C: 0.534 -3.655 3.506  -0.494
O: 0.884 -4.100 4.579  0.078
C: 0.610 -2.168 3.260  -0.082
C: 0.980 -1.351 4.318  0.044
C: 1.134 0.007 4.106  0.001
C: 0.947 0.514 2.836  -0.092
N: 0.570 -0.273 1.818  -0.084
C: 0.391 -1.583 2.028  -0.063
H: 0.038 -5.423 2.658  0.125
H: -0.204 -4.080 1.601  0.096
H: 1.156 -1.808 5.283  0.135
H: 1.434 0.672 4.903  0.124
H: 1.110 1.555 2.600  0.119
H: 0.111 -2.150 1.149  0.106

Results
total charge	+1
electronic energy	-99597.273	eV
relative energy (zero: lowest compared OMol25 entry of this formula, charge and spin)	1.430	eV
lowest unoccupied orbital energy (spin up / spin down)	-4.58 / -4.42	eV
F_max	2.6	eV Å⁻¹

---

Density functional theory data (ωB97M-V with the def2-TZVPD basis set) for a 2-piece molecular cluster, C4H13N3O overall at a distorted geometry.

Each line ends with the natural charge from an NBO analysis.
Cartesian coordinates (Å):
N: 0.323 2.464 -0.377  -0.868
C: 1.186 1.886 -1.301  0.269
N: 1.728 0.746 -1.119  -0.472
C: 1.203 -0.104 -0.060  -0.269
C: 0.179 -1.011 -0.780  -0.409
C: -0.867 -1.668 0.093  -0.221
N: -0.745 -3.155 0.143  -0.859
H: 0.079 3.437 -0.499  0.382
H: 0.529 2.303 0.599  0.402
H: 1.293 2.378 -2.262  0.175
H: 2.026 -0.776 0.198  0.204
H: 0.662 0.235 0.828  0.178
H: 0.582 -1.764 -1.456  0.210
H: -0.457 -0.357 -1.402  0.208
H: -1.885 -1.583 -0.291  0.182
H: -1.069 -1.173 1.058  0.166
H: -0.779 -3.585 1.055  0.361
H: 0.067 -3.487 -0.354  0.356
O: -1.166 1.968 2.215  -0.952
H: -1.405 1.032 2.370  0.478
H: -1.484 2.215 1.341  0.479

Results
electronic energy	-10875.434	eV
SMILES string	N/C=N\CCCN.O
relative energy (zero: lowest compared OMol25 entry of this formula, charge and spin)	2.243	eV
lowest unoccupied orbital energy	0.68	eV
F_max	2.2	eV Å⁻¹

---

Density functional theory data (ωB97M-V with the def2-TZVPD basis set) for C21H38NO3P2V as an isolated structure at a distorted geometry.

Each line ends with the natural charge from an NBO analysis.
Cartesian coordinates (Å):
C: -1.114 3.104 -3.393  -0.277
C: -1.160 2.053 -2.440  0.258
N: 0.007 1.654 -1.839  -0.613
C: 1.184 2.245 -2.113  0.272
C: 1.262 3.268 -3.054  -0.308
C: 0.097 3.705 -3.693  -0.118
C: -2.337 1.296 -2.146  -0.904
P: -2.457 0.114 -0.810  1.012
V: -0.160 0.088 -0.480  0.895
P: 2.343 0.163 -0.570  1.347
C: 2.402 1.844 -1.291  -0.761
C: -0.487 -1.855 0.833  -0.318
C: -0.941 -1.682 2.102  -0.311
C: -0.715 -2.626 3.156  -0.231
C: -0.153 -3.870 2.860  -0.237
C: 0.263 -4.106 1.562  -0.201
C: 0.152 -3.068 0.606  -0.191
O: -1.560 -0.502 -4.329  -0.988
O: 1.022 -0.902 -4.029  -0.998
H: -2.065 3.379 -3.853  0.227
H: 2.249 3.695 -3.220  0.225
H: 0.165 4.519 -4.420  0.231
C: -3.314 0.792 0.619  -0.950
C: -3.336 -1.358 -1.363  -0.940
H: 3.308 1.885 -1.910  0.255
H: 2.525 2.526 -0.422  0.254
H: -2.033 0.048 -3.648  0.507
H: -3.264 1.668 -2.577  0.233
C: 3.264 0.205 0.958  -0.953
C: 3.250 -0.941 -1.706  -0.990
H: -1.530 -0.746 2.169  0.185
H: -0.813 -2.380 4.237  0.196
H: -0.101 -4.642 3.655  0.229
H: 0.635 -5.066 1.309  0.220
H: 0.634 -3.128 -0.364  0.184
H: -0.285 -1.526 -1.696  0.065
H: 1.130 -1.832 -4.286  0.470
H: 0.057 -0.704 -4.228  0.509
H: -1.916 -0.212 -5.173  0.488
H: 0.287 -1.022 -1.980  0.060
H: -4.345 0.988 0.307  0.251
H: -3.286 0.049 1.425  0.235
H: -2.830 1.720 0.953  0.240
H: -4.390 -1.076 -1.489  0.242
H: -2.905 -1.738 -2.301  0.268
H: -3.229 -2.109 -0.569  0.254
H: 4.298 -0.590 -1.732  0.241
H: 3.198 -1.949 -1.264  0.244
H: 2.785 -0.942 -2.707  0.293
H: 4.307 0.457 0.776  0.241
H: 2.794 0.945 1.627  0.244
H: 3.150 -0.798 1.402  0.248
C: -0.987 0.390 4.574  -0.775
C: 0.148 0.512 3.676  0.714
C: 0.314 1.811 3.089  -0.793
C: 1.283 -0.389 3.869  -0.799
O: 0.996 0.704 0.705  -0.974
H: -0.617 0.644 5.616  0.309
H: -1.477 -0.581 4.477  0.288
H: -1.652 1.155 4.149  0.236
H: 0.605 2.517 3.892  0.318
H: 1.096 1.880 2.328  0.293
H: -0.612 2.125 2.569  0.268
H: 1.353 -0.929 4.849  0.273
H: 2.168 0.251 3.704  0.261
H: 1.342 -1.132 3.037  0.345

Results
total charge	+1
electronic energy	-74280.440	eV
relative energy (zero: lowest compared OMol25 entry of this formula, charge and spin)	0.000	eV
expectation value of S²	0.98
lowest unoccupied orbital energy (spin up / spin down)	-5.16 / -5.16	eV
2S+1	2
F_max	5.4	eV Å⁻¹

---

Density functional theory data (ωB97M-V with the def2-TZVPD basis set) for C6H21O6V as an isolated structure at a distorted geometry.

Each line ends with the natural charge from an NBO analysis.
Cartesian coordinates (Å):
V: -0.571 -0.299 0.168  1.353
C: 0.413 3.542 0.244  -0.639
C: -0.416 2.975 -0.892  -0.034
O: -0.272 1.575 -1.089  -0.945
H: 0.334 4.628 0.284  0.171
H: 1.482 3.342 0.318  0.206
H: 0.146 3.040 1.174  0.192
H: -0.244 3.611 -1.761  0.108
H: -1.495 3.100 -0.791  0.108
C: -1.059 -3.223 -2.895  -0.629
C: 0.214 -2.766 -2.177  -0.052
O: 0.254 -1.393 -1.728  -0.933
H: -1.952 -3.216 -2.270  0.161
H: -1.038 -4.255 -3.245  0.178
H: -1.367 -2.573 -3.714  0.193
H: 1.060 -2.826 -2.862  0.136
H: 0.443 -3.527 -1.430  0.100
C: 3.206 1.078 2.457  -0.627
C: 2.466 0.413 1.306  -0.046
O: 1.221 -0.202 1.558  -0.999
H: 4.237 1.220 2.133  0.185
H: 3.303 0.325 3.240  0.185
H: 2.794 2.021 2.815  0.187
H: 3.100 -0.328 0.820  0.124
H: 2.222 1.200 0.592  0.147
O: -2.650 -0.353 -0.622  -0.919
H: -2.763 -0.655 -1.524  0.501
H: -3.471 0.095 -0.415  0.477
O: -1.835 0.463 1.949  -0.916
H: -2.726 0.264 2.236  0.472
H: -1.379 0.729 2.747  0.499
O: -1.243 -2.293 1.023  -0.922
H: -0.570 -2.717 1.555  0.496
H: -1.848 -2.999 0.794  0.484

Results
total charge	-1
electronic energy	-44534.121	eV
relative energy (zero: lowest compared OMol25 entry of this formula, charge and spin)	0.947	eV
expectation value of S²	3.75
lowest unoccupied orbital energy (spin up / spin down)	2.17 / 2.16	eV
2S+1	4
F_max	2.9	eV Å⁻¹